Run one
C6H12N | ωB97M-V/def2-TZVPD

Last column: Mulliken charge in e.
Element x y z (Å)
C 4.08206 -0.01710 0.37376  -0.366
C -2.40952 -1.44241 -0.03601  -0.884
C -1.55687 -0.38303 -0.07269  1.122
C -0.05318 -0.61113 -0.08132  -1.225
C -1.48341 2.16118 -0.29904  -1.132
C -2.14459 0.88462 -0.05681  -0.014
N 3.05022 -0.78079 0.15191  -0.374
H 5.09770 -0.43665 0.29773  0.233
H 3.46734 -1.33483 0.93605  0.286
H -1.99809 -2.44398 0.04462  0.315
H -3.48930 -1.38141 0.02869  0.324
H 0.25570 -1.01155 0.87648  0.331
H 0.47696 0.23582 -0.49971  0.376
H -1.97027 2.60817 -1.17575  0.358
H -0.42151 2.03945 -0.47685  0.325
H -3.21187 0.93591 0.15093  0.357
H 4.15807 1.01222 -0.01677  0.231
H -1.65338 2.86251 0.52342  0.353
H 0.14855 -1.35016 -0.86134  0.384

Properties
- frontier orbital gap (eV) = 5.968
- 2S+1 = 1
- charge = +1
- LUMO energy (eV) = -6.66

***

Run two
C6H12N | ωB97M-V/def2-TZVPD

Last column: Mulliken charge in e.
Element x y z (Å)
C 2.06439 -1.03150 0.03674  -1.079
C -1.34773 -0.41676 0.71376  -0.451
C -0.15894 -0.36257 -0.27924  0.390
C 1.19182 -0.01190 0.34691  0.770
C -0.44589 -0.10213 -1.64652  -1.087
C 1.47110 1.16375 1.14691  -1.122
N -2.66707 -0.64504 0.33622  -0.448
H 3.01869 -1.06009 0.31873  0.416
H 1.88019 -1.71687 -0.79620  0.272
H -0.97261 -0.74917 1.70885  0.440
H -1.21167 0.70034 0.80776  0.339
H -1.53262 -0.10682 -1.81167  0.239
H 0.27791 -0.57806 -2.23511  0.419
H -0.22737 0.97906 -1.82113  0.386
H 0.61464 1.53201 1.80911  0.390
H 1.54108 1.97075 0.40452  0.302
H 2.35883 0.85158 1.67596  0.398
H -3.02018 -1.50061 0.64207  0.240
H -2.99744 -0.38194 -0.54735  0.187

Properties
- frontier orbital gap (eV) = 7.931
- 2S+1 = 1
- charge = +1
- LUMO energy (eV) = -5.75

***

Run three
C6H12N | ωB97M-V/def2-TZVPD

Last column: Mulliken charge in e.
Element x y z (Å)
C 1.35886 1.43388 0.08296  -0.281
C 1.53078 0.08817 0.19805  -0.051
C 0.02219 2.00608 0.18270  -0.185
C -1.09008 1.55689 -0.18471  0.286
C 2.80927 -0.76304 0.09100  -1.066
C -2.31220 0.89807 -0.52889  -0.314
N -1.65492 -1.99908 0.07434  -0.790
H 2.14480 2.12612 0.27091  0.344
H 0.69005 -0.51805 0.46966  0.247
H 0.00551 3.06266 0.58219  0.346
H 3.70096 -0.04470 -0.14264  0.293
H 2.58999 -1.71758 -0.49193  0.323
H 2.87535 -1.15607 1.04561  0.367
H -2.08205 -0.19163 -0.53189  0.113
H -2.62654 1.09236 -1.63689  0.293
H -3.10312 1.12971 0.20233  0.347
H -0.67617 -2.18103 0.07615  0.233
H -2.01774 -2.69368 -0.62871  0.274
H -2.16496 -2.12909 0.86977  0.221

Properties
- frontier orbital gap (eV) = 7.707
- 2S+1 = 1
- charge = +1
- LUMO energy (eV) = -5.77

***

Least stable: run one

***

Run one
C3H11N2 | ωB97M-V/def2-TZVPD

Last column: Mulliken charge in e.
Element x y z (Å)
C 2.27923 -0.63165 -0.25357  -0.787
N 1.19512 0.40519 -0.28247  -0.281
H 3.00549 -0.46772 -1.03353  0.341
H 1.76373 -1.56927 -0.42109  0.339
H 2.66203 -0.62794 0.76354  0.332
H 0.46481 0.26068 0.45222  0.246
H 1.55148 1.32146 -0.00952  0.366
H 0.71906 0.54518 -1.17163  0.411
C -1.40085 -0.60755 1.17997  -0.772
C -1.65562 0.50255 0.48004  -0.132
N -1.66524 0.49255 -0.94639  -0.503
H -1.23376 -1.59316 0.76653  0.338
H -1.30930 -0.47141 2.25315  0.332
H -2.12381 1.38240 0.89091  0.298
H -2.18550 -0.27911 -1.34250  0.227
H -2.06687 1.33779 -1.32565  0.244

Properties
- frontier orbital gap (eV) = 10.077
- 2S+1 = 1
- charge = +1
- LUMO energy (eV) = -3.23

***

Run two
C3H11N2 | ωB97M-V/def2-TZVPD

Last column: Mulliken charge in e.
Element x y z (Å)
N 2.23638 -0.91428 -0.30366  -0.559
C 1.13884 -0.06374 -0.54026  -0.413
C 0.27464 0.24710 0.69319  -0.615
C -1.05506 1.00259 0.41318  -0.467
N -1.85544 0.00962 -0.32296  -0.212
H 2.75828 -0.83743 0.58056  0.226
H 2.19119 -1.89219 -0.40699  0.226
H 0.57409 -0.73149 -1.42986  0.233
H 1.43037 0.90927 -1.04622  0.243
H 0.12361 -0.82363 1.05286  0.308
H 0.81461 0.73356 1.52779  0.361
H -1.02904 1.87629 -0.21857  0.373
H -1.55076 1.09301 1.40435  0.316
H -2.45876 -0.54170 0.35448  0.390
H -2.35315 0.57880 -0.99607  0.358
H -1.23979 -0.64577 -0.76181  0.232

Properties
- frontier orbital gap (eV) = 9.115
- 2S+1 = 1
- charge = +1
- SMILES string = NCCC[NH3+]
- LUMO energy (eV) = -3.78

***

Least stable: run two

***

Run one
C3H11N2 | ωB97M-V/def2-TZVPD

Last column: Mulliken charge in e.
Element x y z (Å)
C 1.83765 -1.13139 -0.28387  -0.845
N 0.95943 -1.02827 0.95085  -0.487
H 2.65385 -1.89318 -0.14058  0.335
H 2.24247 -0.12013 -0.46781  0.336
H 1.30657 -1.29925 -1.17595  0.341
H 1.48897 -0.55704 1.70547  0.321
H -0.03371 -0.33535 0.54313  0.465
H 0.74485 -2.04326 1.10733  0.325
C -1.85707 0.30310 -0.80005  -1.099
C -0.78633 1.90928 0.42601  -0.251
N -0.81581 0.62714 0.15044  -0.156
H -1.98101 -0.77269 -0.86369  0.337
H -2.82999 0.83035 -0.60524  0.353
H -1.55012 0.66154 -1.69400  0.469
H -0.31960 2.09820 1.40719  0.254
H -1.06016 2.75094 -0.25922  0.301

Properties
- frontier orbital gap (eV) = 10.804
- 2S+1 = 1
- charge = +1
- LUMO energy (eV) = -4.26

***

Run two
C3H11N2 | ωB97M-V/def2-TZVPD

Last column: Mulliken charge in e.
Element x y z (Å)
C -1.00870 -1.62467 1.03900  -0.927
C -1.79422 0.52949 0.55426  -0.205
N -0.79120 -0.23422 0.62754  -0.376
H -0.15333 -1.96223 1.61507  0.305
H -1.08504 -2.25814 0.15742  0.307
H -1.91251 -1.73639 1.62968  0.380
H -1.66742 1.56244 0.24242  0.212
H -2.78724 0.19162 0.83284  0.266
C 1.82549 1.35794 -0.91426  -0.699
N 1.28801 -0.03200 -1.07129  -0.258
H 2.64611 1.33997 -0.21500  0.314
H 2.17176 1.73301 -1.86646  0.350
H 1.03811 1.99831 -0.51655  0.225
H 0.43113 -0.16508 -0.38976  0.346
H 2.01236 -0.73047 -0.92674  0.376
H 0.89942 -0.16413 -2.00400  0.383

Properties
- frontier orbital gap (eV) = 11.601
- 2S+1 = 1
- charge = +1
- LUMO energy (eV) = -3.20

***

Run three
C3H11N2 | ωB97M-V/def2-TZVPD

Last column: Mulliken charge in e.
Element x y z (Å)
N 0.64957 -1.37235 -1.82629  -0.426
H 0.34546 -0.42708 -1.47657  0.179
H 0.86893 -1.95586 -1.01467  0.395
H -0.10119 -1.80029 -2.36882  0.392
H 1.48371 -1.27814 -2.40919  0.399
N -0.48888 0.51045 2.49592  -0.606
C -0.10017 -0.04580 1.20315  -0.256
C 0.09872 1.57130 -0.68684  -0.893
C -0.65158 0.79213 0.08813  -0.188
H -0.24486 -0.13190 3.24077  0.246
H -1.49668 0.62243 2.53871  0.238
H -0.44157 -1.08647 1.07454  0.244
H 0.99291 -0.04546 1.15026  0.299
H -0.34331 2.17418 -1.47074  0.315
H 1.15955 1.67890 -0.50653  0.353
H -1.73060 0.79394 -0.03181  0.308

Properties
- frontier orbital gap (eV) = 8.927
- 2S+1 = 1
- charge = +1
- LUMO energy (eV) = -4.00

***

Least stable: run one

***

Run one
C3H11N2 | ωB97M-V/def2-TZVPD

Last column: Mulliken charge in e.
Element x y z (Å)
C -1.68771 0.43553 -0.08716  -0.858
C -1.08747 1.78970 -0.42539  -0.909
H -1.55348 -0.42408 -0.74768  0.331
H -2.76353 0.52876 0.00070  0.327
H -1.41351 0.05775 0.88187  0.251
H -1.83638 2.54586 -0.64480  0.343
H -0.42279 2.24377 0.31123  0.320
H -0.52962 1.73678 -1.36835  0.253
N 1.72665 -0.69896 -0.80304  -0.276
C 1.24911 -0.75638 0.41127  -0.021
N 1.23114 -1.78454 1.22832  -0.329
H 2.30205 -1.45163 -1.16397  0.248
H 1.76693 0.18558 -1.28693  0.274
H 0.86500 0.17893 0.80122  0.524
H 0.44092 -1.92347 1.85197  0.282
H 1.71268 -2.66360 1.04075  0.240

Properties
- frontier orbital gap (eV) = 11.196
- 2S+1 = 1
- charge = +1
- LUMO energy (eV) = -4.09

***

Run two
C3H11N2 | ωB97M-V/def2-TZVPD

Last column: Mulliken charge in e.
Element x y z (Å)
N 0.25066 1.51784 2.54777  -0.108
C -0.40817 0.60504 1.58133  -0.178
C 0.23243 1.15933 0.19748  -0.600
N -0.01518 0.02895 -0.84869  -0.379
C -1.69646 0.61406 -1.38407  -0.792
H 4.44571 -5.61427 -1.16264  -0.009
H -0.26222 1.58115 3.36252  0.295
H 4.80157 -6.30646 -1.92564  0.009
H -0.10825 -0.51802 1.49583  0.401
H -1.60211 0.78514 1.34223  0.297
H -0.16629 2.30182 0.12714  0.332
H 1.30435 1.26837 0.42452  0.431
H -0.46998 0.55525 -1.79143  0.338
H -1.97213 1.61309 -1.68689  0.364
H -2.16390 0.58862 -0.39430  0.211
H -2.17002 -0.17990 -1.88518  0.388

Properties
- frontier orbital gap (eV) = 4.868
- 2S+1 = 1
- charge = +1
- LUMO energy (eV) = -9.40

***

Run three
C3H11N2 | ωB97M-V/def2-TZVPD

Last column: Mulliken charge in e.
Element x y z (Å)
C -2.56342 -1.77963 -0.24036  -0.272
N -1.89996 -0.68529 -0.02122  -0.617
H -2.91650 -2.02304 -1.23992  0.287
H -2.47422 -2.44495 0.62557  0.286
H -0.29410 0.28494 0.06293  0.323
H -2.39939 0.13319 0.31970  0.198
C 1.53646 -0.47484 -0.49612  -0.850
N 0.63162 0.66232 -0.21303  0.013
C 1.07629 1.63088 0.76961  -0.876
H 1.87064 -0.95255 0.41729  0.366
H 2.37257 -0.11936 -1.09056  0.360
H 1.01185 -1.21338 -1.10083  0.328
H 0.40744 1.21382 -1.04401  0.379
H 0.91336 1.31882 1.80694  0.342
H 2.14569 1.85135 0.73673  0.376
H 0.58169 2.59772 0.70727  0.356

Properties
- frontier orbital gap (eV) = 8.271
- 2S+1 = 1
- charge = +1
- LUMO energy (eV) = -4.24

***

Run four
C3H11N2 | ωB97M-V/def2-TZVPD

Last column: Mulliken charge in e.
Element x y z (Å)
C 1.03331 -1.55202 0.29342  -1.296
C -0.20276 -0.72631 0.44821  0.622
C -1.37563 -1.00279 -0.10687  -0.949
N -0.01830 0.46543 1.21366  -0.638
H 1.23299 -2.08568 1.21860  0.329
H 1.89939 -0.91978 0.08533  0.349
H 0.90955 -2.27760 -0.50319  0.372
H -2.23303 -0.38365 0.11918  0.304
H -1.50046 -1.87013 -0.73094  0.308
H 0.68526 0.34481 1.93383  0.241
H -0.86259 0.75136 1.71192  0.261
N 0.08168 1.87161 -1.14607  -0.429
H -0.41341 2.75501 -1.24783  0.387
H 1.07293 1.97984 -1.36192  0.378
H 0.01465 1.47326 -0.15376  0.380
H -0.32360 1.17664 -1.77355  0.380

Properties
- frontier orbital gap (eV) = 9.585
- 2S+1 = 1
- charge = +1
- LUMO energy (eV) = -3.60

***

Least stable: run two

***

Run one
C9H11N3 | ωB97M-V/def2-TZVPD

Last column: Mulliken charge in e.
Element x y z (Å)
C -1.58981 -1.29614 0.32011  -0.314
C -0.28505 -1.76276 0.43304  -1.015
C -0.84616 1.00022 0.18179  -0.638
C -1.87320 0.06393 0.19572  0.330
C 0.68182 -0.80630 0.34265  0.653
C 0.46077 0.53944 0.24495  0.479
C 1.65116 2.63707 0.17959  -0.482
C -3.29694 0.51637 0.05901  -1.424
C 3.42152 -1.58139 -0.32028  -0.710
N 2.75154 0.61701 0.11731  -1.091
N 2.67138 -0.65123 0.49473  0.063
N 1.66272 1.31864 0.19471  0.805
H -2.40826 -2.00240 0.33066  0.409
H -0.06610 -2.81064 0.55653  0.425
H -1.07868 2.05220 0.12798  0.181
H 2.58352 3.16114 0.20588  0.291
H 0.72892 3.16743 0.08309  0.183
H -3.91326 0.11251 0.85959  0.352
H -3.36255 1.60103 0.08104  0.338
H -3.70756 0.16531 -0.88740  0.317
H 3.91642 -1.06911 -1.14919  0.338
H 4.17213 -2.05658 0.31497  0.242
H 2.76617 -2.35546 -0.71855  0.268

Properties
- frontier orbital gap (alpha / beta) (eV) = 7.001 / 6.998
- 2S+1 = 1
- LUMO energy (alpha / beta) (eV) = 0.45 / 0.47

***

Run two
C9H11N3 | ωB97M-V/def2-TZVPD

Last column: Mulliken charge in e.
Element x y z (Å)
C -0.02536 2.35354 0.24340  -1.846
C -0.20480 0.78882 0.09093  1.082
N 1.05296 0.15608 0.00370  1.413
N 2.06263 0.56675 -0.69854  -1.153
C 3.03186 -0.35640 -0.50754  -0.275
C 2.53053 -1.28324 0.42143  -0.375
N 1.27703 -0.94009 0.77571  -0.666
C -1.27908 0.47343 -1.37148  -0.773
C -1.86362 -0.71466 -1.40871  -0.321
C -1.64228 -1.69636 -0.27242  -0.183
C -1.34766 -1.26438 0.96426  -0.384
C -1.02194 0.15786 1.20063  -0.741
H 0.11592 2.70945 1.19851  0.436
H -0.85801 2.88593 -0.24165  0.361
H 0.82969 2.54540 -0.25170  0.584
H 3.95458 -0.22428 -1.00117  0.436
H 2.98682 -2.17226 0.84614  0.387
H -1.22585 1.18853 -2.21131  0.352
H -2.55278 -1.07828 -2.18959  0.384
H -1.97024 -2.79410 -0.48401  0.277
H -1.17615 -2.20440 1.66233  0.195
H -2.01728 0.58583 1.01871  0.413
H -0.65695 0.31685 2.21236  0.396

Properties
- frontier orbital gap (eV) = 9.648
- 2S+1 = 1
- SMILES string = C[C@]1(n2nccn2)C=CC=CC1
- LUMO energy (eV) = 1.05

***

Least stable: run one

***

Run one
C3H16O5 | ωB97M-V/def2-TZVPD

Last column: Mulliken charge in e.
Element x y z (Å)
C 1.42217 2.22085 -1.49030  -1.192
C 2.29526 2.79016 -2.67883  0.577
C 1.79100 4.17484 -3.20867  -1.353
O 3.64049 2.82244 -2.13547  -0.536
H 1.74423 2.63676 -0.53564  0.326
H 1.50279 1.13395 -1.47430  0.296
H 0.41390 2.61219 -1.62566  0.330
H 2.18330 2.11107 -3.52407  0.193
H 0.70970 4.28696 -3.28807  0.363
H 2.11413 4.41218 -4.22225  0.352
H 2.10021 4.91125 -2.46691  0.352
H 4.20271 3.27128 -2.77113  0.293
O 1.80482 -4.14836 0.92015  -0.644
H 1.19935 -3.61113 0.40924  0.328
H 1.24249 -4.76931 1.38325  0.309
O -1.43627 -2.16303 0.36992  -0.625
H -1.98173 -2.38868 1.12344  0.317
H -1.54791 -1.21792 0.26727  0.311
O -4.81095 -1.87607 3.33355  -0.616
H -5.55476 -1.48877 2.87207  0.310
H -5.04090 -1.80675 4.26013  0.312
O -2.69277 -5.02661 4.80043  -0.623
H -3.18240 -4.44261 5.37961  0.309
H -2.11887 -4.44468 4.30221  0.311

Properties
- frontier orbital gap (eV) = 10.582
- 2S+1 = 1
- SMILES string = CC(C)O.O.O.O.O
- LUMO energy (eV) = 0.25

***

Run two
C3H16O5 | ωB97M-V/def2-TZVPD

Last column: Mulliken charge in e.
Element x y z (Å)
C -1.25978 -1.41962 -1.92722  -1.384
C -1.81751 -0.39692 -0.94637  0.465
C -1.65819 0.99814 -1.54121  -1.167
O -1.07439 -0.42507 0.27850  -0.527
H -1.00685 -2.35427 -1.43399  0.381
H -0.31459 -1.06593 -2.35279  0.326
H -1.98708 -1.57818 -2.72910  0.397
H -2.83968 -0.58452 -0.65271  0.293
H -2.04358 1.10102 -2.55743  0.379
H -0.58250 1.22527 -1.60488  0.239
H -2.11627 1.75226 -0.89281  0.307
H -0.19910 -0.80661 0.16017  0.277
O 1.51535 -2.23807 0.91677  -0.637
H 1.01729 -1.97288 1.70859  0.337
H 1.69739 -3.17362 1.10161  0.301
O 1.44170 1.83760 0.62849  -0.631
H 0.72987 1.24102 0.35654  0.362
H 1.32790 1.80002 1.58640  0.291
O 1.00624 -2.32281 4.04088  -0.628
H 1.35941 -1.45858 4.30520  0.319
H 1.40774 -2.88933 4.70921  0.306
O 1.41394 4.35297 -1.02217  -0.625
H 1.83199 3.53757 -0.71335  0.307
H 2.15069 4.84055 -1.41834  0.311

Properties
- frontier orbital gap (eV) = 10.529
- 2S+1 = 1
- SMILES string = CC(C)O.O.O.O.O
- LUMO energy (eV) = 0.29

***

Least stable: run one